No. 1
{
  "formula": "C45H56BDyN8OP2S3",
  "method": "wB97M-V/def2-TZVPD",
  "symbols": ["Dy", "C", "N", "C", "C", "N", "C", "S", "C", "C", "C", "C", "C", "N", "H", "H", "H", "H", "H", "H", "H", "H", "H", "C", "P", "C", "N", "C", "C", "C", "C", "C", "C", "N", "C", "P", "C", "C", "C", "C", "C", "C", "C", "C", "C", "H", "H", "H", "H", "H", "H", "H", "H", "H", "H", "H", "H", "H", "H", "H", "H", "H", "H", "H", "H", "H", "H", "H", "H", "H", "H", "H", "H", "C", "C", "C", "C", "C", "C", "C", "C", "S", "C", "N", "C", "C", "C", "C", "C", "C", "C", "C", "H", "H", "H", "H", "H", "H", "H", "H", "H", "H", "H", "H", "H", "H", "H", "H", "B", "C", "N", "H", "H", "H", "O", "S", "N"],
  "xyz": [[-0.9973, 0.3741, -0.9427], [-3.4199, -4.0890, 2.2154], [-3.5393, -3.9788, 0.7794], [-4.4360, -4.6440, -0.0299], [-4.1960, -4.2653, -1.2915], [-3.1391, -3.3522, -1.2718], [-2.7229, -3.1811, 0.0322], [-1.5161, -2.2727, 0.7179], [-2.6251, -2.8159, -2.4783], [-2.6461, -3.6216, -3.6151], [-2.2344, -3.0822, -4.8139], [-1.8348, -1.7550, -4.8506], [-1.8411, -1.0423, -3.6723], [-2.2063, -1.5625, -2.4966], [-4.2013, -4.7503, 2.5820], [-3.5111, -3.1036, 2.6736], [-2.4381, -4.4846, 2.4767], [-5.1768, -5.3176, 0.3621], [-4.7120, -4.5178, -2.1986], [-2.9320, -4.6607, -3.5522], [-2.2117, -3.6938, -5.7053], [-1.5137, -1.2896, -5.7717], [-1.5571, 0.0092, -3.6667], [1.6395, -1.3481, 1.4489], [1.1434, 0.4206, 1.3520], [-0.2209, 0.5018, 2.6072], [-0.2364, -0.4488, 3.5078], [-1.3067, -0.5816, 4.3209], [-1.3737, -1.6367, 5.2546], [-2.5094, -1.8043, 5.9976], [-3.6129, -0.9373, 5.8375], [-3.5600, 0.1075, 4.9574], [-2.3907, 0.3126, 4.1925], [-2.3199, 1.3475, 3.3306], [-1.2775, 1.4772, 2.5426], [-1.5901, 2.6974, 1.1832], [-0.0463, 3.6733, 0.9185], [-2.6691, 4.0195, 2.0258], [-4.1342, 3.5667, 1.9358], [-2.2735, 4.3177, 3.4726], [-2.5182, 5.3091, 1.2109], [2.5938, 1.2073, 2.3128], [2.2243, 2.6068, 2.8149], [3.7600, 1.3212, 1.3268], [2.9884, 0.3476, 3.5150], [1.3681, -1.7610, 2.4155], [2.7150, -1.4219, 1.2997], [1.1526, -1.9076, 0.6550], [-0.5277, -2.3044, 5.3555], [-2.5727, -2.6103, 6.7176], [-4.5074, -1.1087, 6.4229], [-4.3910, 0.7871, 4.8194], [-0.2758, 4.3783, 0.1201], [0.7334, 3.0144, 0.5403], [0.2908, 4.2164, 1.7997], [-4.2676, 2.5959, 2.4046], [-4.4488, 3.4932, 0.8909], [-4.7818, 4.2943, 2.4338], [-2.5134, 3.4885, 4.1305], [-2.8264, 5.1975, 3.8143], [-1.2063, 4.5379, 3.5587], [-2.6365, 5.1317, 0.1399], [-1.5501, 5.7812, 1.3797], [-3.2910, 6.0160, 1.5220], [2.2111, 3.3267, 1.9992], [2.9742, 2.9429, 3.5344], [1.2545, 2.6154, 3.3167], [3.4682, 1.8716, 0.4294], [4.1205, 0.3393, 1.0168], [4.5946, 1.8477, 1.7976], [2.1297, 0.1314, 4.1509], [3.7255, 0.8937, 4.1088], [3.4432, -0.5957, 3.2171], [5.1290, -3.3742, -2.7661], [5.0784, -2.2022, -1.7719], [6.5000, -1.8013, -1.3515], [4.3297, -2.6888, -0.5298], [4.3829, -1.0177, -2.4381], [4.9547, -0.4781, -3.6040], [4.3575, 0.5474, -4.3050], [3.1498, 1.0442, -3.8349], [2.1563, 2.2924, -4.5059], [0.9991, 2.0411, -3.2044], [1.3438, 1.1291, -2.3493], [2.5547, 0.5385, -2.6734], [3.1943, -0.4859, -1.9695], [-0.2311, 2.8257, -3.1244], [-0.4893, 3.7955, -4.1023], [-1.6411, 4.5504, -4.0450], [-2.5213, 4.3479, -2.9891], [-2.2394, 3.3929, -2.0267], [-1.0995, 2.5734, -2.0375], [5.6210, -4.2323, -2.3032], [5.6707, -3.1189, -3.6774], [4.1126, -3.6644, -3.0396], [6.9952, -2.6406, -0.8584], [6.4706, -0.9607, -0.6544], [7.1110, -1.5066, -2.2052], [4.8489, -3.5517, -0.1099], [3.3101, -2.9917, -0.7770], [4.3049, -1.9112, 0.2359], [5.8837, -0.8855, -3.9807], [4.8011, 0.9360, -5.2127], [2.7083, -0.8694, -1.0837], [0.2190, 3.9539, -4.9079], [-1.8533, 5.2837, -4.8124], [-3.4334, 4.9312, -2.9307], [-2.9613, 3.2694, -1.2235], [1.0371, -3.9979, -2.2155], [0.6874, -2.5164, -1.8889], [0.3926, -1.4301, -1.6208], [0.2186, -4.3776, -3.0235], [2.1589, -4.0689, -2.6597], [0.9260, -4.5900, -1.1614], [-3.4118, 0.6959, -1.8461], [-3.9485, 0.4235, -0.4677], [-2.8649, 0.2185, 0.5142]],
  "forces_ev_per_a": [[0.1, -0.1, -0.7], [0.1, 0.0, 0.1], [0.1, 0.1, -0.3], [0.0, 0.0, 0.0], [-0.1, 0.0, -0.1], [-0.2, -0.1, 0.3], [-0.1, 0.0, 0.0], [0.3, -0.2, 0.1], [0.2, 0.2, -0.2], [0.0, -0.1, 0.0], [0.0, 0.0, 0.1], [0.0, 0.0, -0.1], [0.0, -0.1, 0.1], [0.0, 0.0, 0.0], [0.0, 0.0, 0.0], [0.0, 0.0, 0.0], [0.0, 0.0, 0.0], [0.0, 0.0, 0.0], [0.0, 0.0, 0.0], [0.0, 0.0, 0.1], [0.0, 0.0, 0.0], [0.0, 0.0, 0.0], [0.0, 0.0, 0.0], [-0.1, 0.2, -0.1], [0.2, -0.2, 0.6], [0.1, -0.2, 0.2], [0.1, 0.0, -0.1], [-0.3, 0.3, -0.1], [-0.1, -0.1, 0.1], [0.1, -0.1, 0.0], [-0.1, 0.1, -0.1], [0.0, 0.0, 0.1], [0.3, -0.2, 0.0], [0.0, 0.1, -0.2], [-0.3, -0.1, 0.2], [0.7, 0.6, 0.5], [-0.3, -0.1, 0.1], [-0.2, -0.2, -0.2], [0.1, 0.0, 0.0], [0.0, -0.1, -0.1], [0.1, 0.0, -0.1], [-0.1, 0.2, -0.2], [0.1, -0.1, -0.1], [0.0, 0.0, 0.0], [-0.1, 0.0, -0.1], [0.0, 0.0, 0.1], [-0.1, 0.1, 0.0], [0.0, -0.1, 0.1], [0.0, 0.0, -0.1], [0.0, 0.0, 0.0], [0.0, 0.0, 0.0], [0.0, 0.0, 0.0], [0.0, 0.0, 0.0], [0.0, 0.1, 0.0], [0.0, 0.0, -0.1], [-0.1, 0.0, 0.0], [0.0, 0.0, 0.0], [0.0, 0.0, 0.0], [0.0, 0.0, 0.0], [0.0, 0.0, 0.0], [0.0, 0.0, 0.0], [0.0, 0.1, 0.0], [0.0, 0.0, 0.0], [0.0, 0.0, 0.0], [0.0, 0.0, 0.1], [0.0, 0.0, 0.0], [0.0, 0.1, 0.0], [0.0, 0.0, 0.0], [0.0, 0.0, 0.0], [0.0, 0.0, 0.0], [0.0, 0.0, 0.0], [0.0, 0.0, 0.0], [0.0, 0.0, 0.0], [-0.1, 0.1, 0.0], [0.1, -0.1, 0.1], [-0.1, 0.0, 0.0], [0.0, 0.1, -0.1], [0.0, 0.0, 0.0], [-0.1, 0.1, -0.1], [0.1, -0.1, 0.0], [-0.2, 0.1, 0.1], [-0.2, -0.1, 0.2], [0.6, 0.0, -0.3], [-0.6, 0.1, 0.3], [0.4, 0.0, -0.3], [0.0, 0.0, 0.1], [-0.3, 0.2, 0.3], [0.2, -0.1, 0.1], [0.0, 0.0, -0.1], [0.0, 0.1, 0.0], [0.0, -0.1, 0.2], [0.0, 0.0, -0.8], [0.0, 0.0, 0.0], [0.0, 0.0, 0.0], [0.1, 0.0, 0.0], [0.0, 0.0, 0.0], [0.0, 0.0, 0.0], [0.0, 0.0, 0.0], [0.0, 0.0, 0.0], [0.0, 0.0, 0.1], [0.0, 0.0, 0.0], [0.0, 0.0, 0.0], [0.0, 0.0, 0.0], [0.1, 0.0, -0.1], [0.0, 0.0, 0.0], [0.0, 0.0, 0.0], [0.0, 0.0, 0.0], [-0.1, -0.1, -0.1], [0.0, -0.3, 0.0], [0.1, 0.4, -0.1], [0.1, -0.3, 0.0], [0.0, 0.0, 0.0], [-0.1, 0.0, 0.0], [0.0, -0.1, 0.0], [-0.3, 0.2, 0.0], [0.2, 0.0, -0.3], [-0.8, -0.1, 0.5]],
  "lowdin_spin": [5.071, 0.000, 0.000, 0.000, 0.000, 0.000, 0.000, -0.004, 0.000, 0.000, 0.000, 0.000, -0.002, -0.006, 0.000, 0.000, 0.000, 0.000, 0.000, 0.000, 0.000, 0.000, -0.001, 0.000, -0.010, 0.000, 0.000, 0.000, 0.000, 0.000, 0.000, 0.000, 0.000, 0.000, 0.000, -0.003, 0.000, -0.001, 0.000, 0.000, 0.000, -0.003, 0.000, 0.000, -0.001, 0.000, 0.000, 0.000, 0.000, 0.000, 0.000, 0.000, 0.000, 0.000, 0.000, 0.000, 0.000, 0.000, 0.000, 0.000, 0.000, 0.000, 0.000, 0.000, 0.000, 0.000, 0.000, 0.000, 0.000, 0.000, 0.000, 0.000, 0.000, 0.000, 0.000, 0.000, 0.000, 0.000, 0.000, 0.000, 0.000, 0.000, 0.000, -0.004, 0.000, 0.000, 0.001, 0.000, 0.000, 0.000, 0.001, -0.006, 0.000, 0.000, 0.000, 0.000, 0.000, 0.000, 0.000, 0.000, 0.000, 0.000, 0.000, 0.000, 0.000, 0.000, 0.000, 0.000, 0.000, 0.001, -0.013, 0.000, 0.000, 0.000, -0.007, -0.001, -0.012],
  "spin_multiplicity": 6,
  "e_above_lowest_kcal_mol": 10.21,
  "largest_force_ev_per_a": 1.029
}

---

No. 2
{
  "formula": "C45H60BMgN6O4PS",
  "method": "wB97M-V/def2-TZVPD",
  "symbols": ["Mg", "C", "C", "C", "C", "N", "N", "B", "N", "N", "C", "C", "C", "C", "C", "C", "C", "C", "N", "N", "C", "C", "C", "C", "C", "C", "C", "C", "C", "C", "C", "C", "H", "H", "H", "H", "H", "H", "H", "H", "H", "H", "H", "H", "H", "H", "H", "H", "H", "H", "H", "H", "H", "H", "H", "H", "H", "H", "H", "H", "H", "H", "H", "H", "H", "H", "H", "H", "H", "H", "H", "H", "C", "C", "C", "C", "C", "C", "C", "P", "C", "C", "C", "C", "C", "C", "C", "C", "C", "C", "C", "C", "C", "C", "H", "H", "H", "H", "H", "H", "H", "H", "H", "H", "H", "H", "H", "H", "H", "H", "H", "H", "H", "H", "O", "S", "O", "O", "O"],
  "xyz": [[-1.8833, -0.7428, 0.1475], [-4.8683, -2.9083, 2.8978], [-4.6693, -2.5772, 1.4336], [-4.9223, -3.4089, 0.3797], [-4.5163, -2.7028, -0.7684], [-4.0448, -1.4299, -0.4233], [-4.0917, -1.3519, 1.0056], [-4.1515, -0.0028, 1.7893], [-4.0326, 1.1694, 0.7722], [-2.8541, 1.1472, -0.1102], [-2.9563, 2.2245, -0.9504], [-4.1771, 2.8576, -0.6723], [-4.8279, 2.1756, 0.3708], [-6.2105, 2.3461, 0.8641], [-1.9360, 2.7585, -1.9527], [-1.0718, 3.7932, -1.1530], [-1.0094, 1.7376, -2.6757], [-2.6473, 3.4816, -3.1156], [-2.9841, 0.0579, 2.7435], [-1.7031, -0.3606, 2.3116], [-0.9405, -0.3579, 3.4412], [-1.6688, 0.2496, 4.5206], [-2.9508, 0.4148, 3.9987], [-4.1735, 0.7791, 4.7237], [0.4313, -1.0360, 3.5342], [1.5197, -0.2234, 2.8308], [0.6907, -1.1354, 5.0659], [0.3882, -2.4901, 2.9014], [-4.6526, -3.0995, -2.2004], [-6.1883, -3.3353, -2.3689], [-4.3040, -1.9094, -3.0825], [-3.8317, -4.3841, -2.4914], [-5.3090, -3.9060, 2.9668], [-5.6337, -2.2128, 3.2732], [-3.9495, -2.8962, 3.4671], [-5.4435, -4.3552, 0.4035], [-5.2112, 0.1645, 2.3239], [-4.5785, 3.7802, -1.1156], [-6.4763, 1.3344, 1.2323], [-6.9399, 2.6919, 0.1224], [-6.3097, 3.0874, 1.7248], [-0.4752, 3.2604, -0.4075], [-1.7379, 4.4675, -0.6208], [-0.3980, 4.3290, -1.8581], [-0.3751, 1.1639, -1.9980], [-0.4601, 2.2475, -3.5304], [-1.6733, 0.9504, -3.1431], [-3.3163, 4.3729, -2.8847], [-3.3867, 2.8410, -3.5654], [-1.9660, 3.7735, -3.9079], [-1.2620, 0.3493, 5.5029], [-4.0611, 0.6535, 5.7869], [-5.0821, 0.2981, 4.3633], [-4.3741, 1.8755, 4.6213], [1.5227, 0.8277, 3.0269], [1.4462, -0.3710, 1.7793], [2.4855, -0.7044, 3.0707], [0.5655, -0.1782, 5.6200], [1.6809, -1.5671, 5.3984], [-0.1163, -1.7735, 5.4435], [0.1327, -2.4909, 1.8263], [-0.3361, -3.0573, 3.4767], [1.3644, -2.9384, 3.0474], [-6.7298, -2.5499, -1.7917], [-6.4992, -4.2803, -1.8770], [-6.4978, -3.3010, -3.4188], [-3.2054, -1.7445, -3.1356], [-4.8400, -1.0258, -2.6482], [-4.6467, -2.0551, -4.1172], [-4.2029, -5.0945, -1.7604], [-2.7392, -4.1650, -2.4876], [-4.2280, -4.6413, -3.4817], [7.2643, 0.6927, -1.5472], [6.9600, -0.3987, -0.5518], [8.0466, -1.1715, -0.2504], [8.0074, -2.1589, 0.7218], [6.7916, -2.5733, 1.2437], [5.6479, -1.8628, 0.8660], [5.7521, -0.7626, -0.0117], [4.1967, 0.0216, -0.3727], [4.1889, 0.1657, -2.2034], [4.0447, -1.1305, -2.7585], [3.9541, -1.3184, -4.1293], [4.0712, -0.2099, -4.9758], [4.2573, 1.0779, -4.4511], [4.2018, 1.2801, -3.0503], [4.2146, 2.7159, -2.5862], [4.1816, 1.6045, 0.4286], [5.3462, 2.3035, 0.8413], [5.2553, 3.5929, 1.2854], [4.0200, 4.1970, 1.6236], [2.8520, 3.5943, 1.2171], [2.9085, 2.2758, 0.6223], [1.7443, 1.6597, 0.1559], [8.3212, 0.8811, -1.3757], [6.7423, 1.6151, -1.3318], [7.0682, 0.3973, -2.5613], [8.9861, -1.0412, -0.7906], [8.9054, -2.6269, 1.0812], [6.6693, -3.3788, 1.9006], [4.6713, -2.1946, 1.2411], [4.0252, -2.0142, -2.0554], [3.7201, -2.3037, -4.5948], [4.1124, -0.3372, -6.0785], [4.4290, 1.9296, -5.1660], [3.3300, 2.9679, -2.0226], [4.3201, 3.3830, -3.4341], [5.0737, 3.0021, -1.9325], [6.3308, 1.8399, 0.8578], [6.1744, 4.1997, 1.3681], [4.0136, 5.0961, 2.2090], [1.8413, 4.0812, 1.3012], [1.8073, 0.7815, -0.5123], [0.7883, 1.9406, 0.5408], [-0.5698, -2.8817, -2.3173], [-0.0919, -2.2220, -1.0887], [1.3316, -2.2968, -0.7278], [-0.4696, -0.6924, -1.1650], [-0.9372, -2.6170, 0.0420]],
  "forces_ev_per_a": [[0.6, -0.3, -0.1], [-1.0, 0.3, -1.0], [1.4, 1.4, 1.0], [0.1, 0.8, -0.4], [1.3, 3.3, 1.3], [-0.8, -2.6, 0.8], [-1.8, -3.3, -1.5], [-0.4, 0.8, -1.1], [2.3, 0.0, -2.7], [-1.4, 1.5, 0.8], [-0.7, -1.6, 1.3], [-1.0, 0.7, 0.5], [1.3, 0.2, -1.3], [-0.7, 0.2, 1.7], [0.9, 0.6, -0.3], [0.0, -0.6, -0.6], [-1.1, -0.6, -0.6], [-1.7, 1.1, 0.4], [1.8, -0.6, -1.4], [-0.8, -0.3, 1.8], [-0.8, 0.4, -0.9], [0.2, -1.2, -1.9], [0.6, -0.1, 1.8], [-0.9, 2.0, 0.2], [0.0, 0.1, 0.2], [0.4, -1.5, 0.4], [0.3, -0.3, 0.5], [-0.2, 1.5, 0.4], [-0.5, 0.3, 0.1], [-0.1, -0.1, 0.9], [0.4, 0.6, -0.1], [-0.9, 1.5, -0.5], [0.1, 0.0, 0.0], [0.5, 0.0, 0.4], [0.2, 0.3, 0.2], [0.3, 0.0, 0.2], [0.0, -0.3, 0.3], [0.3, -0.7, 0.1], [-0.5, 0.8, -0.1], [0.4, -0.3, -0.1], [0.3, -1.0, -0.9], [0.1, 0.1, -0.2], [0.0, 0.4, -0.1], [-0.4, -0.2, 0.6], [0.2, 0.4, -0.2], [-0.4, -0.6, 1.3], [0.6, 0.7, 0.3], [1.2, -0.6, 0.3], [-0.1, -0.8, -0.3], [0.3, 0.1, 0.1], [-0.5, 0.2, 0.3], [0.1, -0.4, 0.4], [0.2, -0.2, 0.1], [0.1, -0.6, -0.1], [0.1, 0.6, 0.3], [-0.2, 0.2, -1.0], [-0.2, 0.5, 0.2], [0.4, -0.4, -0.6], [-0.9, 0.3, -0.8], [0.2, -0.2, 0.3], [0.1, 0.1, 0.6], [-0.3, -0.3, -0.1], [0.3, -0.1, 0.0], [0.3, -0.3, -0.7], [0.1, 0.3, -0.5], [0.0, -0.2, 0.2], [-0.7, 0.1, 0.3], [0.7, -0.5, -0.6], [0.0, -0.1, 0.2], [0.6, -0.5, 0.0], [-0.7, -0.4, 0.1], [0.6, -0.6, 0.0], [-0.1, 0.2, 1.0], [0.6, -0.1, -1.1], [1.5, -1.0, 0.8], [-0.3, -0.5, 0.0], [-0.7, 1.9, -0.9], [0.5, -0.2, -0.1], [-0.7, -0.2, 0.8], [-2.2, 0.0, 0.5], [0.0, -0.6, -0.3], [0.2, -0.5, 0.4], [-0.3, -0.3, -0.6], [0.6, 0.5, -0.5], [-0.3, -0.4, -0.2], [0.5, 0.5, -0.8], [1.2, 0.2, 0.6], [1.8, 1.4, 0.7], [-1.1, -0.7, -0.7], [1.3, 1.3, 1.1], [-0.9, -0.8, -1.0], [0.1, 0.2, 0.9], [-1.8, -1.1, -1.5], [1.3, 0.0, -0.6], [0.2, 0.3, -0.5], [-0.3, 0.1, -0.1], [-0.1, -0.1, -0.5], [-0.1, 0.3, 0.3], [0.4, -0.3, -0.2], [0.2, -1.1, 1.0], [0.3, 0.4, -0.3], [-0.3, 1.1, -0.9], [0.4, 0.7, 0.7], [-0.2, 0.0, 0.8], [-0.4, -0.8, 1.0], [-0.4, 0.0, 0.2], [-0.3, 0.1, -0.4], [-0.5, -0.6, -0.2], [-0.1, 0.0, -0.5], [-0.4, -0.5, 0.5], [0.0, 0.7, -0.1], [1.1, -0.6, 0.2], [-0.3, 0.4, 0.7], [-0.5, 0.3, 0.0], [0.9, 0.1, 0.6], [1.3, 2.5, -1.5], [-1.2, -0.7, -0.9], [0.3, -1.3, -0.4], [-1.9, -1.0, 2.0]],
  "lowdin_charge": [0.642, -0.015, -0.238, 0.010, -0.227, 0.104, 0.020, -0.553, 0.064, 0.111, -0.203, -0.003, -0.292, -0.041, -0.501, -0.033, -0.042, -0.094, 0.030, 0.133, -0.182, 0.036, -0.313, -0.034, -0.492, -0.037, -0.085, -0.016, -0.558, -0.060, -0.060, -0.010, 0.071, 0.076, 0.080, 0.111, 0.104, 0.105, 0.066, 0.074, 0.097, 0.053, 0.069, 0.094, 0.042, 0.098, 0.097, 0.083, 0.068, 0.068, 0.079, 0.069, 0.058, 0.098, 0.079, 0.053, 0.091, 0.068, 0.093, 0.070, 0.054, 0.069, 0.076, 0.092, 0.075, 0.072, 0.095, 0.092, 0.076, 0.067, 0.089, 0.079, -0.040, -0.287, -0.087, -0.105, -0.099, -0.077, -0.343, 1.086, -0.298, -0.107, -0.112, -0.129, -0.077, -0.260, -0.053, -0.368, -0.165, -0.195, -0.153, -0.091, -0.378, -0.088, 0.068, 0.053, 0.080, 0.105, 0.082, 0.072, 0.101, 0.115, 0.103, 0.089, 0.106, 0.068, 0.056, 0.075, 0.087, 0.066, 0.068, 0.104, 0.014, 0.014, -0.377, 0.312, -0.360, -0.468, -0.424],
  "charge": -2,
  "e_above_lowest_kcal_mol": 34.46,
  "largest_force_ev_per_a": 4.073
}

---

Which formula does entry 2 have?
C45H60BMgN6O4PS